A cluster of 4 separate species, C26H45F2O14P3Si in total in a non-equilibrium geometry. Source: the Open Molecules 2025 dataset; level of theory: ωB97M-V with the def2-TZVPD basis set.

Last column: Löwdin charge in e.
CARTESIAN COORDINATES (ANGSTROEM)
C  2.04  2.41  1.91  -0.154
Si  0.96  2.18  3.45  0.615
C  1.62  3.15  4.93  -0.164
C  0.62  0.36  3.88  -0.209
C  1.66  -0.35  4.78  -0.124
C  3.09  -0.40  4.26  -0.475
F  3.70  -1.47  4.90  0.070
F  3.81  0.68  4.65  0.089
C  3.27  -0.66  2.78  -0.053
C  4.28  -0.11  2.13  0.085
C  4.49  -0.41  0.67  -0.362
O  5.57  -0.40  0.15  0.129
C  3.24  -0.69  -0.10  0.020
C  2.22  -1.24  0.55  0.022
C  2.37  -1.57  2.00  -0.338
O  1.81  -2.52  2.47  0.139
C  -0.70  2.98  3.04  -0.248
C  -1.68  3.10  4.02  -0.109
C  -2.92  3.69  3.79  -0.089
C  -3.20  4.21  2.53  -0.091
C  -2.23  4.11  1.55  -0.092
C  -1.00  3.50  1.77  -0.094
H  1.89  1.56  1.25  0.022
H  1.76  3.31  1.37  0.026
H  3.09  2.52  2.20  0.032
H  1.05  2.89  5.82  0.033
H  2.69  3.02  5.08  0.023
H  1.43  4.21  4.72  0.037
H  -0.31  0.37  4.46  0.085
H  0.39  -0.18  2.96  0.075
H  1.33  -1.35  5.05  0.118
H  1.70  0.21  5.71  0.124
H  5.01  0.54  2.60  0.142
H  3.20  -0.43  -1.15  0.125
H  1.28  -1.45  0.06  0.126
H  -1.49  2.72  5.02  0.099
H  -3.67  3.75  4.56  0.101
H  -4.13  4.69  2.27  0.101
H  -2.43  4.51  0.56  0.103
H  -0.30  3.45  0.95  0.087
C  -2.30  -6.14  3.59  -0.108
O  -1.05  -6.24  4.29  -0.234
P  -0.97  -5.56  5.78  0.507
O  -1.63  -4.24  5.60  -0.256
O  0.64  -5.50  5.73  -0.255
C  1.26  -4.66  4.75  -0.103
O  -0.98  -5.71  7.41  -0.219
C  -0.40  -6.90  8.00  -0.105
H  -2.30  -6.91  2.82  0.084
H  -3.15  -6.30  4.25  0.083
H  -2.37  -5.17  3.11  0.090
H  0.61  -3.85  4.44  0.066
H  1.53  -5.26  3.88  0.087
H  2.16  -4.25  5.18  0.089
H  0.68  -6.89  7.86  0.083
H  -0.82  -7.80  7.55  0.083
H  -0.62  -6.89  9.06  0.086
C  -2.05  5.83  -6.06  -0.110
O  -1.56  4.53  -5.70  -0.259
P  -1.83  4.01  -4.14  0.614
O  -1.38  5.25  -3.43  -0.261
O  -0.62  2.95  -4.36  -0.306
C  0.67  3.43  -4.74  -0.096
O  -2.24  3.21  -2.73  -0.240
C  -2.74  1.86  -2.81  -0.112
H  -2.12  5.86  -7.15  0.086
H  -3.03  6.03  -5.64  0.083
H  -1.34  6.58  -5.73  0.090
H  0.82  4.46  -4.42  0.088
H  0.79  3.36  -5.82  0.086
H  1.41  2.80  -4.26  0.092
H  -1.95  1.18  -3.14  0.076
H  -3.59  1.80  -3.50  0.082
H  -3.07  1.56  -1.82  0.086
C  -1.01  -3.63  -6.72  -0.106
O  -1.36  -2.29  -7.12  -0.237
P  -0.21  -1.41  -7.91  0.508
O  1.02  -1.66  -7.12  -0.252
O  -0.96  -0.02  -7.55  -0.252
C  -1.06  0.37  -6.18  -0.098
O  0.40  -0.81  -9.30  -0.216
C  -0.51  -0.43  -10.35  -0.103
H  -1.93  -4.17  -6.56  0.085
H  -0.43  -4.13  -7.49  0.084
H  -0.44  -3.59  -5.80  0.090
H  -0.27  -0.07  -5.58  0.091
H  -2.03  0.07  -5.79  0.085
H  -0.98  1.45  -6.14  0.066
H  -1.09  0.45  -10.05  0.082
H  -1.19  -1.25  -10.59  0.084
H  0.07  -0.18  -11.23  0.087

As for the orbital gap: 7.25 eV. Its SMILES is C[Si](C)(CCC(F)(F)C1=CC(=O)C=CC1=O)c1ccccc1.COP(=O)(OC)OC.COP(=O)(OC)OC.COP(=O)(OC)OC. The value obtained for the HOMO energy is -9.144 eV. Its net charge is 0. The value obtained for the lowest unoccupied orbital energy is -1.89 eV. The value obtained for the total energy is -3584.36421 a.u.